No. 1
The following is a quantum chemistry calculation of a 2-piece molecular cluster, C2H7IN3 overall in a non-equilibrium geometry, from the Open Molecules 2025 dataset.

Values from the calculation:
Energy above the lowest of the compared OMol25 structures with the same formula, charge and spin = 406.5 kJ/mol
E_LUMO = -4.32 eV
Orbital gap = 8.51 eV
E = -541.9510 a.u.
Largest force on an atom = 4.83 eV/A
Net charge = +1

Each line ends with the Mulliken charge.
Element x y z (Å)
N (1.5050, 0.9425, 0.6774)  -0.40
H (1.4072, 1.0765, -2.2887)  0.29
N (-0.5912, -0.7966, -0.0344)  -0.63
H (0.3299, -1.8370, 1.4965)  0.35
I (-2.4351, -0.3419, -0.8016)  0.23
H (-0.4747, 0.9209, -1.8958)  0.15
C (0.6420, 0.8080, -0.1929)  0.65
H (0.2724, 2.3429, -1.4646)  0.31
H (-0.9107, -1.0986, 2.0194)  0.31
N (-0.6039, -1.5159, 1.2300)  -0.27
H (1.6138, 0.5853, 1.5983)  0.26
H (-1.2516, -2.3578, 1.2841)  0.37
C (0.4967, 1.2718, -1.6276)  -0.61

=====

No. 2
The following is a quantum chemistry calculation of a 2-piece molecular cluster, C2H7INO overall in a non-equilibrium geometry, from the Open Molecules 2025 dataset.

Values from the calculation:
Energy above the lowest of the compared OMol25 structures with the same formula, charge and spin = 146.0 kJ/mol
E_LUMO = -4.91 eV
Orbital gap = 8.65 eV
E = -507.7778 a.u.
Largest force on an atom = 5.67 eV/A
Net charge = +1

Each line ends with the Mulliken charge.
Element x y z (Å)
N (1.5162, -1.2235, 1.3777)  -0.14
C (0.8898, -1.4672, 0.2773)  -0.45
H (-0.2003, -1.4845, 0.4847)  0.34
H (2.5344, -1.1455, 1.5489)  0.29
H (1.4105, -1.7376, -0.6085)  0.47
O (-2.3576, 0.2562, -1.2265)  -0.45
H (-1.7468, 1.7532, -0.0913)  0.38
C (-1.6036, 1.3924, -1.0145)  -0.46
H (1.0860, -0.9811, 2.1537)  0.22
H (-1.7505, 2.2211, -1.7774)  0.34
I (0.6337, 1.1010, -1.2065)  0.09
H (-2.5885, 0.1681, -2.1712)  0.36

=====

No. 3
The following is a quantum chemistry calculation of C2H7KN as an isolated structure, from the Open Molecules 2025 dataset.

Values from the calculation:
E_LUMO = -4.17 eV
Orbital gap = 9.20 eV
E = -734.8966 a.u.
Largest force on an atom = 0.73 eV/A
Net charge = +1

Each line ends with the Mulliken charge.
Element x y z (Å)
H (0.2785, 0.5012, 1.2934)  0.32
H (-0.5615, -1.7890, 0.6989)  0.31
H (1.2222, -1.7784, 0.8654)  0.31
H (-0.6837, 0.4187, -1.4895)  0.25
H (0.4745, -1.7882, -0.7626)  0.31
H (1.3124, 0.5020, -0.1651)  0.32
K (-0.4188, 4.0540, -0.2946)  0.94
H (-1.6321, 0.4180, -0.1516)  0.25
N (-0.7269, 0.7365, -0.5149)  -0.53
C (0.3591, 0.1272, 0.2546)  -0.41
C (0.3762, -1.4020, 0.2659)  -1.07